(1)
Molecular formula: C14H24BrCl2I2N2O7PS2
Method: DFT, the ωB97M-V functional and the def2-TZVPD basis

```
55
Properties=species:S:1:pos:R:3:forces:R:3:lowdin_charge:R:1
C 0.0113 1.9634 -4.5475 -0.216 0.615 1.220 -0.180
C 0.4195 1.6013 -3.0591 -1.066 -0.049 -1.690 -0.773
I 2.5331 1.9507 -2.9700 -0.255 0.207 0.324 0.920
C -0.1172 0.1492 -2.8427 0.278 0.443 -0.198 -0.182
C -0.1414 -0.4074 -1.3836 0.638 0.424 -0.250 -0.476
O -0.7018 -1.7609 -1.2740 -0.499 -0.035 -0.652 -0.016
C -1.0937 -2.3019 -2.3874 1.284 2.116 4.223 -0.415
N -1.4160 -2.6772 -3.3894 -1.258 -1.943 -4.120 0.212
N 1.2608 -0.5253 -0.9680 0.160 -1.039 -0.289 -0.447
I 1.6308 -0.9259 1.0124 -0.190 2.406 1.634 1.131
C 1.9596 -1.6508 -1.6772 1.001 -0.352 0.779 -0.702
Cl 1.9641 -3.1385 -0.5733 -0.420 -1.442 -2.258 0.505
C 3.4794 -1.3566 -1.9907 0.267 -0.880 0.212 -0.730
C 4.5091 -2.4137 -1.5165 0.974 0.390 -0.666 -0.218
Cl 3.6134 -1.3715 -3.8180 -0.032 0.303 0.585 0.561
C -1.0818 0.4668 -0.4078 -0.461 -0.436 -0.438 -0.760
Br -0.2267 2.1130 0.2667 0.129 -0.207 -0.078 0.833
O -1.5705 -0.4123 0.5523 1.012 1.406 0.084 -0.201
C -2.1334 0.0864 1.7660 -2.168 -1.219 2.691 -0.384
C -3.5008 -0.6764 1.9497 0.754 -0.712 -0.368 -0.035
C -1.3122 -0.2414 3.0815 -0.171 1.024 -0.458 -0.152
C -0.7402 1.0779 3.7160 0.289 -0.756 0.794 -0.211
C 0.7557 1.0421 4.1231 0.430 0.887 -0.129 -0.263
S 1.1309 -0.2095 5.3902 -0.549 0.532 0.988 0.604
O 0.6538 -1.5123 5.0530 0.732 -0.085 -0.859 -0.273
O 0.6277 0.3064 6.6251 0.319 0.342 0.015 -0.282
O 2.7695 -0.1845 5.4997 -1.189 0.237 -0.870 -0.162
P -2.6853 1.0406 -1.2720 -3.080 -0.689 -0.699 0.289
O -2.4306 2.0777 -2.5073 0.501 0.093 1.109 -0.235
O -3.6130 1.9234 -0.2078 2.414 0.139 -0.891 -0.227
S -3.8197 -0.4221 -1.8247 0.656 0.151 0.038 0.409
H -1.0769 1.7804 -4.6544 0.643 -0.175 -0.163 0.070
H 0.6165 1.4239 -5.2906 -0.343 0.269 0.225 0.072
H 0.1207 3.0637 -4.6175 0.259 -0.632 -0.424 0.074
H -0.0653 2.3842 -2.4643 0.388 -0.627 0.169 0.009
H -1.1227 0.1568 -3.3111 0.372 -0.229 0.648 0.098
H 0.4762 -0.4920 -3.5281 -0.242 0.121 0.661 0.121
H 1.4865 -2.0066 -2.5996 -0.132 0.362 0.475 0.071
H 3.8232 -0.3961 -1.5702 -0.606 -0.199 -0.591 0.054
H 4.6568 -2.4420 -0.4241 -0.448 -0.082 -0.447 0.067
H 5.4857 -2.0817 -1.9360 -0.553 -0.079 0.255 0.076
H 4.3500 -3.4132 -1.9575 -0.223 0.479 0.487 0.068
H -2.4018 1.1502 1.8490 0.572 -0.214 -1.041 0.104
H -4.0466 -0.7920 0.9990 0.116 0.386 0.440 0.038
H -4.1239 -0.2231 2.7381 0.296 -0.010 -0.422 0.092
H -3.2448 -1.7059 2.2829 -0.248 0.508 -0.183 0.093
H -0.5660 -1.0334 2.9228 -0.242 0.460 -0.046 0.054
H -2.0223 -0.6448 3.8276 0.334 0.079 -0.548 0.115
H -1.3059 1.2787 4.6507 0.309 -0.067 -0.491 0.122
H -0.8899 1.9763 3.0904 0.187 -0.559 0.094 0.075
H 1.4605 1.0002 3.2662 -0.538 -0.427 0.306 0.037
H 0.9745 2.0117 4.6207 0.015 -0.661 -0.022 0.114
H 3.0861 0.3642 4.7586 0.168 -0.274 0.308 0.079
H -3.2820 2.2601 -2.9425 0.161 -0.228 0.120 0.096
H -3.1229 2.7695 -0.1289 -0.529 -0.072 0.404 0.062
```
Positions in Å, forces in eV/Å.

The charge is 0. The LUMO energy is -0.826 eV. The value obtained for the total energy is -6411.47118 Eh.

---

(2)
Molecular formula: C19H21N3O2S
Method: DFT, the ωB97M-V functional and the def2-TZVPD basis

```
46
Properties=species:S:1:pos:R:3:forces:R:3:lowdin_charge:R:1
C -6.0957 -1.9161 0.4154 0.005 0.126 -0.274 -0.081
C -5.9844 -1.2544 -0.9642 -0.063 -0.108 0.095 -0.246
N -4.9437 -0.2775 -1.1756 0.005 0.045 -0.064 -0.194
C -3.5755 -0.7292 -1.2061 0.129 -0.031 0.178 -0.151
C -2.8481 -0.6473 0.1531 0.017 -0.357 -0.488 -0.142
N -2.9777 0.6891 0.6822 -0.183 -0.098 0.094 -0.055
C -1.9921 1.6063 0.7710 -0.001 0.267 0.033 -0.479
O -2.2033 2.7896 0.9786 0.067 0.133 -0.062 0.071
C -0.5909 1.1187 0.6538 0.735 -0.046 0.035 -0.413
C 0.3622 1.6724 -0.1303 -0.668 -0.051 0.097 -0.039
C 1.6518 1.0939 0.0522 0.635 -0.234 0.027 -0.215
C 2.8582 1.3615 -0.5567 -0.346 -0.088 0.186 0.054
C 3.9930 0.6283 -0.1662 -0.066 -0.287 0.298 -0.144
C 5.2623 0.8346 -0.7324 0.507 -0.159 0.015 0.041
C 6.3518 0.0984 -0.3239 -0.439 0.365 -0.237 -0.269
O 7.5332 0.3780 -0.9382 -0.230 0.121 -0.051 -0.084
C 8.6861 -0.3366 -0.5626 0.189 -0.117 0.060 -0.090
C 6.1945 -0.8815 0.6814 0.087 -0.123 0.095 -0.009
C 4.9722 -1.1046 1.2487 0.207 0.042 -0.100 -0.002
C 3.8409 -0.3666 0.8498 0.129 0.375 -0.405 -0.228
N 2.6603 -0.6253 1.4395 -0.433 -0.240 0.372 0.111
C 1.6354 0.0737 1.0526 0.164 0.073 -0.132 -0.521
S 0.0339 -0.1369 1.7155 -0.102 0.149 -0.043 1.096
C -4.3567 1.1108 0.8184 -0.324 0.344 -0.038 -0.112
C -5.0698 1.0139 -0.5402 0.112 0.032 0.156 -0.149
H -5.1932 -2.4710 0.6593 0.073 -0.064 0.084 0.060
H -6.9292 -2.6148 0.4072 -0.090 -0.104 0.058 0.070
H -6.2814 -1.1785 1.1918 -0.008 0.032 0.124 0.060
H -6.9324 -0.7565 -1.1902 0.001 -0.094 -0.055 0.113
H -5.8381 -2.0376 -1.7153 -0.108 0.030 0.004 0.113
H -3.5421 -1.7541 -1.5780 0.029 -0.017 -0.047 0.124
H -3.0315 -0.0864 -1.9113 0.114 -0.091 0.034 0.127
H -1.7991 -0.9027 0.0128 -0.108 -0.013 0.028 0.087
H -3.2872 -1.3480 0.8701 0.068 -0.018 -0.041 0.117
H 0.1603 2.4686 -0.8244 -0.100 0.188 -0.073 0.130
H 2.9390 2.1223 -1.3199 0.023 0.078 -0.083 0.127
H 5.3925 1.5818 -1.5002 0.046 0.089 -0.100 0.126
H 8.9338 -0.1787 0.4919 -0.010 -0.021 -0.042 0.095
H 9.4893 0.0601 -1.1818 -0.023 -0.069 0.074 0.093
H 8.5785 -1.4086 -0.7569 0.008 0.043 0.022 0.095
H 7.0419 -1.4626 1.0096 0.071 -0.048 0.025 0.103
H 4.8421 -1.8503 2.0169 -0.011 -0.077 0.079 0.115
H -4.3581 2.1425 1.1730 -0.037 -0.144 0.008 0.123
H -4.8395 0.4692 1.5615 -0.003 0.033 -0.029 0.116
H -6.1265 1.2558 -0.4228 -0.020 0.046 -0.020 0.124
H -4.6168 1.7564 -1.2093 -0.051 0.087 0.102 0.128
```
Positions in Å, forces in eV/Å.

The charge is 0. The LUMO energy is -0.196 eV. As for the structure (SMILES): CCN1CCN(C(=O)c2cc3cc4cc(OC)ccc4nc3s2)CC1. The value obtained for the total energy is -1449.55662 Eh.

---

Number 1 is which compound? C14H24BrCl2I2N2O7PS2